Density functional theory data (ωB97M-V with the def2-TZVPD basis set) for 2 unconnected molecules or ions with the total composition C4H13ClN4 at a distorted geometry.

Positions of all 22 atoms, in Å:
C (0.552, 1.059, -0.220)
C (0.298, 2.525, -0.447)
C (-1.456, 1.563, 0.760)
C (-1.088, -0.595, -0.729)
N (-0.811, 0.604, -0.024)
N (-0.209, -1.349, -1.146)
N (-0.932, 2.874, 0.231)
N (2.003, -4.036, 0.459)
Cl (-2.850, -0.914, -0.491)
H (0.981, 0.406, -0.966)
H (1.087, 0.780, 0.731)
H (0.982, 3.302, -0.097)
H (0.273, 2.723, -1.537)
H (-2.501, 1.304, 0.624)
H (-1.222, 1.467, 1.764)
H (1.378, -3.143, 0.450)
H (-0.637, -2.284, -1.290)
H (-0.813, 3.485, 0.981)
H (-1.578, 3.327, -0.399)
H (1.291, -4.749, 0.637)
H (2.781, -4.171, 1.199)
H (2.471, -4.176, -0.487)

strongest force on any atom	5.609	eV Å⁻¹
HOMO-LUMO gap	9.78	eV
total charge	+2
energy relative to the best compared isomer or geometry (same formula, charge and spin)	0.0	kcal per mole

***

Density functional theory data (ωB97M-V with the def2-TZVPD basis set) for a molecular structure, C15H17F5N2Pd at a distorted geometry.

Positions of all 40 atoms, in Å:
C (0.190, 1.657, 2.864)
C (0.248, -2.002, 2.271)
H (1.269, 1.491, 3.061)
H (-0.401, 1.568, 3.791)
H (0.078, 2.666, 2.430)
H (0.748, -2.634, 1.521)
H (1.032, -1.585, 2.925)
H (-0.428, -2.544, 2.962)
C (1.479, 2.305, 0.078)
C (1.954, 3.111, -0.967)
C (2.064, 2.554, -2.228)
C (1.699, 1.233, -2.404)
H (1.430, 2.673, 1.095)
H (2.211, 4.144, -0.763)
H (2.419, 3.134, -3.076)
H (1.732, 0.762, -3.381)
N (1.050, 1.064, -0.106)
C (1.200, 0.493, -1.310)
C (0.824, -0.929, -1.483)
N (0.139, -1.516, -0.500)
C (-0.167, -2.798, -0.563)
C (0.885, -3.020, -2.695)
C (0.245, -3.629, -1.612)
H (-0.668, -3.198, 0.314)
H (0.052, -4.685, -1.548)
C (1.163, -1.662, -2.642)
H (1.645, -1.150, -3.471)
H (1.153, -3.599, -3.568)
Pd (-0.193, -0.071, 1.854)
C (-1.874, -1.197, 1.525)
H (-1.820, -2.275, 1.757)
H (-2.175, -1.142, 0.474)
H (-2.692, -0.761, 2.116)
F (-1.313, 2.782, 1.003)
C (-1.837, 1.505, 1.033)
F (-2.804, 1.460, 2.018)
C (-2.493, 1.434, -0.361)
F (-3.211, 2.572, -0.575)
F (-1.514, 1.407, -1.310)
F (-3.318, 0.382, -0.531)

<S²>	2.02
strongest force on any atom	3.397	eV Å⁻¹
HOMO-LUMO gap (alpha / beta)	6.69 / 6.47	eV
energy relative to the best compared isomer or geometry (same formula, charge and spin)	72.8	kcal per mole
spin multiplicity	3

***

Density functional theory data (ωB97M-V with the def2-TZVPD basis set) for 4 unconnected molecules or ions with the total composition C48H97N13O8P4 at a distorted geometry.

Positions of all 170 atoms, in Å:
C (4.899, -3.832, 1.708)
C (3.464, -3.487, 1.268)
C (2.405, -3.736, 2.352)
C (2.831, -3.227, 3.730)
C (1.647, -2.829, 4.629)
C (0.491, -3.823, 4.618)
C (-0.671, -3.405, 5.538)
C (-1.128, -1.962, 5.277)
C (-2.669, -1.723, 5.303)
C (-3.104, -0.916, 4.095)
C (-3.955, -1.420, 3.099)
C (-4.531, -2.819, 3.181)
C (-3.507, -3.958, 3.008)
O (-3.460, -4.723, 4.220)
C (-3.868, -4.934, 1.877)
N (-5.178, -5.559, 1.999)
C (-4.305, -0.613, 1.997)
P (-5.399, -1.108, 0.630)
N (-6.965, -1.382, 1.356)
O (-4.885, -2.589, 0.140)
C (-3.807, 0.692, 1.839)
N (-4.097, 1.537, 0.762)
C (-2.939, 1.156, 2.829)
C (-2.613, 0.383, 3.937)
C (-1.673, 1.020, 4.929)
O (-1.817, 0.949, 6.127)
C (-0.561, 1.786, 4.294)
C (0.728, 1.726, 4.785)
C (1.715, 2.428, 4.115)
C (1.418, 3.169, 2.976)
C (2.544, 3.873, 2.264)
C (0.111, 3.233, 2.486)
N (-0.123, 3.982, 1.282)
C (-0.603, 3.150, 0.168)
C (-0.816, 5.187, 1.505)
C (-1.920, 5.588, 0.558)
O (-0.491, 5.915, 2.420)
C (-0.882, 2.532, 3.167)
C (-2.310, 2.500, 2.739)
O (-2.916, 3.490, 2.383)
H (5.517, -4.100, 0.854)
H (4.864, -4.671, 2.402)
H (5.363, -2.973, 2.194)
H (3.429, -2.452, 0.919)
H (3.239, -4.103, 0.395)
H (1.496, -3.232, 2.012)
H (2.218, -4.812, 2.363)
H (3.406, -2.312, 3.563)
H (3.468, -3.961, 4.224)
H (1.989, -2.706, 5.661)
H (1.337, -1.833, 4.303)
H (0.893, -4.746, 5.054)
H (0.128, -4.044, 3.614)
H (-0.257, -3.444, 6.550)
H (-1.496, -4.108, 5.477)
H (-0.767, -1.648, 4.295)
H (-0.677, -1.282, 5.996)
H (-2.903, -1.138, 6.190)
H (-3.224, -2.652, 5.380)
H (-5.323, -2.946, 2.452)
H (-4.944, -2.927, 4.184)
H (-2.522, -3.546, 2.757)
H (-2.628, -5.206, 4.192)
H (-3.136, -5.743, 1.964)
H (-3.713, -4.487, 0.898)
H (-5.887, -4.924, 2.334)
H (-5.120, -6.368, 2.595)
H (-7.420, -2.106, 0.804)
H (-7.474, -0.531, 1.138)
H (-5.045, -2.675, -0.804)
H (-4.360, 2.460, 1.085)
H (-4.854, 1.198, 0.176)
H (0.948, 1.125, 5.656)
H (2.738, 2.373, 4.463)
H (3.018, 3.143, 1.600)
H (3.302, 4.219, 2.961)
H (2.160, 4.661, 1.626)
H (-1.623, 2.778, 0.275)
H (-0.575, 3.737, -0.750)
H (0.112, 2.342, 0.023)
H (-2.478, 6.405, 0.999)
H (-1.472, 5.879, -0.395)
H (-2.594, 4.765, 0.337)
C (2.126, 3.421, -6.084)
N (0.966, 4.297, -6.154)
C (-0.190, 3.566, -6.660)
P (0.540, 5.234, -4.777)
O (0.191, 4.203, -3.750)
N (1.880, 5.981, -4.029)
C (3.187, 6.092, -4.633)
C (1.970, 5.865, -2.579)
N (0.171, 6.680, -5.692)
C (-1.028, 7.374, -5.194)
C (0.212, 6.738, -7.148)
H (2.214, 2.870, -7.022)
H (2.067, 2.694, -5.265)
H (3.047, 3.990, -5.982)
H (-1.060, 4.227, -6.734)
H (-0.465, 2.727, -6.011)
H (0.015, 3.188, -7.664)
H (3.791, 5.190, -4.471)
H (3.730, 6.937, -4.201)
H (3.120, 6.284, -5.705)
H (2.405, 4.908, -2.259)
H (0.989, 5.954, -2.120)
H (2.588, 6.676, -2.188)
H (-1.951, 6.842, -5.448)
H (-1.083, 8.382, -5.603)
H (-0.978, 7.465, -4.105)
H (-0.585, 6.168, -7.639)
H (1.169, 6.395, -7.527)
H (0.104, 7.786, -7.438)
C (9.542, -6.424, -1.638)
N (9.759, -5.272, -0.778)
C (9.173, -4.077, -1.374)
P (9.354, -5.381, 0.889)
O (7.872, -5.582, 0.875)
N (9.865, -6.843, 1.609)
C (10.800, -7.761, 1.003)
C (8.889, -7.542, 2.435)
N (10.787, -4.542, 1.445)
C (10.502, -3.607, 2.546)
C (11.775, -3.964, 0.542)
H (9.803, -6.159, -2.665)
H (8.502, -6.776, -1.631)
H (10.193, -7.251, -1.366)
H (9.353, -3.203, -0.740)
H (8.089, -4.172, -1.509)
H (9.636, -3.874, -2.342)
H (10.305, -8.452, 0.309)
H (11.292, -8.361, 1.775)
H (11.594, -7.233, 0.471)
H (8.195, -8.151, 1.840)
H (8.299, -6.841, 3.018)
H (9.411, -8.196, 3.137)
H (9.972, -2.711, 2.204)
H (11.427, -3.299, 3.033)
H (9.883, -4.100, 3.300)
H (11.416, -3.086, -0.008)
H (12.132, -4.699, -0.171)
H (12.631, -3.654, 1.147)
C (-7.486, 0.382, -4.727)
N (-8.208, 0.849, -3.553)
C (-8.665, -0.283, -2.757)
P (-7.492, 2.047, -2.548)
O (-6.273, 1.360, -2.016)
N (-6.777, 3.323, -3.425)
C (-7.001, 3.566, -4.831)
C (-5.433, 3.724, -3.022)
N (-8.971, 2.953, -2.322)
C (-9.134, 3.434, -0.940)
C (-10.260, 2.529, -2.857)
H (-8.062, -0.409, -5.210)
H (-6.491, -0.016, -4.489)
H (-7.380, 1.172, -5.466)
H (-9.227, 0.064, -1.883)
H (-7.829, -0.896, -2.393)
H (-9.338, -0.911, -3.345)
H (-6.337, 2.961, -5.462)
H (-6.815, 4.618, -5.066)
H (-8.036, 3.366, -5.114)
H (-4.655, 3.079, -3.448)
H (-5.329, 3.700, -1.940)
H (-5.251, 4.752, -3.345)
H (-9.390, 2.626, -0.245)
H (-9.912, 4.195, -0.889)
H (-8.203, 3.895, -0.595)
H (-10.675, 1.640, -2.367)
H (-10.199, 2.342, -3.923)
H (-10.964, 3.352, -2.710)

strongest force on any atom	4.925	eV Å⁻¹
HOMO-LUMO gap	7.52	eV
SMILES	CCCCCCCCCc1c(C[C@@H](O)CN)c(P(N)O)c(N)c2c1C(=O)c1ccc(C)c(N(C)C(C)=O)c1C2=O.CN(C)P(=O)(N(C)C)N(C)C.CN(C)P(=O)(N(C)C)N(C)C.CN(C)P(=O)(N(C)C)N(C)C
energy relative to the best compared isomer or geometry (same formula, charge and spin)	0.0	kcal per mole

***

Density functional theory data (ωB97M-V with the def2-TZVPD basis set) for 2 unconnected molecules or ions with the total composition C4H9NO at a distorted geometry.

Positions of all 15 atoms, in Å:
O (0.247, -2.396, 1.373)
C (0.083, -1.223, 1.040)
C (1.174, -0.189, 0.719)
C (-0.752, -0.455, -0.810)
C (-1.044, 0.897, -1.326)
N (1.203, 0.681, 1.864)
H (-0.642, -0.602, 1.509)
H (2.053, -0.623, 0.180)
H (-0.151, -1.026, -1.643)
H (-1.745, -0.993, -0.898)
H (-0.087, 1.416, -1.781)
H (-1.217, 1.654, -0.496)
H (-1.712, 0.907, -2.232)
H (0.559, 0.728, 0.582)
H (2.032, 1.225, 1.918)

<S²>	0.78
strongest force on any atom	6.366	eV Å⁻¹
HOMO-LUMO gap (alpha / beta)	6.36 / 7.40	eV
total charge	+1
energy relative to the best compared isomer or geometry (same formula, charge and spin)	188.6	kcal per mole
spin multiplicity	2